# 1
A molecular structure, C14H14N8O2Pd, computed with ωB97M-V with the def2-TZVPD basis set.

```
39
Properties=species:S:1:pos:R:3
Pd 0.201 -0.438 -0.278
O 2.574 0.205 3.103
C 2.169 -0.199 2.013
N 1.048 0.298 1.464
C 0.614 1.423 2.058
O 1.055 1.767 3.155
C -0.273 2.242 1.191
C -0.880 3.399 1.618
C -1.599 4.146 0.687
C -1.652 3.703 -0.620
C -1.014 2.515 -0.965
N -0.338 1.789 -0.085
C 2.911 -1.095 1.088
C 4.083 -1.729 1.423
C 4.741 -2.457 0.432
C 4.199 -2.497 -0.836
C 3.004 -1.828 -1.090
N 2.366 -1.139 -0.153
H -0.781 3.714 2.648
H -2.093 5.061 0.982
H -2.179 4.262 -1.380
H -1.042 2.146 -1.981
H 4.476 -1.650 2.428
H 5.666 -2.972 0.653
H 4.685 -3.036 -1.638
H 2.560 -1.839 -2.077
N -5.202 0.012 -0.319
N -3.980 -0.258 -0.893
N -3.850 -0.459 -2.182
C -2.536 -0.561 -2.306
N -1.929 -0.416 -1.125
N -2.877 -0.218 -0.218
H -5.920 -0.400 -0.909
H -5.216 -0.369 0.622
H -2.040 -0.741 -3.244
C -0.232 -3.018 -0.806
H 0.499 -3.286 -0.054
H 0.063 -2.999 -1.847
H -1.280 -3.078 -0.559
```

Results
Energy above the lowest of the compared OMol25 structures with the same formula, charge and spin   0.233 eV
HOMO level (spin up / spin down)   -15.3 / -16.2 eV
Multiplicity   5
Net charge   +2
Energy   -1257.527081 a.u.
LUMO (spin up / spin down)   -0.271 / -0.349 Eh

Want to see where the charge sits? The natural (NBO) charges in e are: number 1, Pd, carries 1.1957; number 2, O, carries -0.2631; number 3, C, carries 0.6283; number 4, N, carries -0.6350; number 5, C, carries 0.6395; number 6, O, carries -0.2609; number 7, C, carries 0.0736; number 8, C, carries -0.1549; number 9, C, carries -0.1129; number 10, C, carries -0.1951; number 11, C, carries 0.0672; number 12, N, carries -0.4322; number 13, C, carries 0.0834; number 14, C, carries -0.1551; number 15, C, carries -0.1104; number 16, C, carries -0.1931; number 17, C, carries 0.0671; number 18, N, carries -0.4620; number 19, H, carries 0.2685; number 20, H, carries 0.2622; number 21, H, carries 0.2618; number 22, H, carries 0.2245; number 23, H, carries 0.2697; number 24, H, carries 0.2635; number 25, H, carries 0.2639; number 26, H, carries 0.2258; number 27, N, carries -0.5754; number 28, N, carries 0.2025; number 29, N, carries -0.2191; number 30, C, carries 0.1389; number 31, N, carries -0.4097; number 32, N, carries -0.0625; number 33, H, carries 0.4123; number 34, H, carries 0.4024; number 35, H, carries 0.2433; number 36, C, carries -0.5346; number 37, H, carries 0.1926; number 38, H, carries 0.1901; number 39, H, carries 0.1994

***

# 2
A molecular structure, C28H21BF2N6O5PbSe, computed with ωB97M-V with the def2-TZVPD basis set.

```
65
Properties=species:S:1:pos:R:3
Pb -0.410 -2.059 0.422
O 2.880 2.510 1.576
C 2.096 2.539 2.668
C 2.529 3.269 3.772
C 1.769 3.313 4.929
C 0.562 2.630 5.002
C 0.120 1.912 3.905
C 0.864 1.855 2.727
C 0.391 1.033 1.604
O -0.809 0.427 1.744
N 1.161 0.842 0.593
N 0.828 -0.124 -0.323
C 1.106 0.251 -1.585
C 1.173 -0.564 -2.743
C 0.875 0.047 -3.993
C 0.874 -0.638 -5.186
C 1.174 -2.000 -5.216
C 1.521 -2.619 -4.016
C 1.548 -1.934 -2.816
O 2.129 -2.608 -1.758
H 2.450 1.860 0.946
H 3.482 3.780 3.700
H 2.132 3.872 5.784
H -0.019 2.633 5.915
H -0.805 1.352 3.950
H 1.180 1.324 -1.757
H 0.603 1.098 -3.980
H 0.612 -0.115 -6.100
H 1.162 -2.560 -6.143
H 1.823 -3.660 -3.994
C -4.015 1.976 -0.654
C -3.087 0.851 -1.040
O -2.259 0.433 -0.164
C -3.123 0.278 -2.330
C -3.919 0.898 -3.343
C -3.971 0.443 -4.621
C -3.203 -0.706 -4.978
C -2.437 -1.345 -4.067
C -2.348 -0.915 -2.677
O -1.656 -1.577 -1.890
H -4.193 1.940 0.416
H -4.963 1.912 -1.182
H -3.540 2.932 -0.877
H -4.480 1.790 -3.097
H -4.568 0.955 -5.365
H -3.223 -1.060 -6.004
H -1.822 -2.197 -4.327
F -1.845 2.440 1.051
B -2.002 1.065 1.228
F -3.098 0.775 2.030
Se -0.670 -1.940 5.566
N 1.008 -1.314 5.838
C 1.593 -1.328 4.640
C 2.908 -0.920 4.365
C 3.372 -1.003 3.054
C 2.538 -1.460 2.047
N 1.270 -1.841 2.249
C 0.783 -1.810 3.517
N -0.448 -2.202 3.791
H 3.524 -0.536 5.168
H 4.375 -0.684 2.799
H 2.880 -1.491 1.018
N 1.721 -4.276 -0.271
C 1.320 -3.174 -0.758
H 2.575 -4.578 -0.759
```

Results
Energy above the lowest of the compared OMol25 structures with the same formula, charge and spin   0.963 eV
HOMO level (spin up / spin down)   0.1 / -0.5 eV
Net charge   -2
Energy   -4603.404368 a.u.
LUMO (spin up / spin down)   0.162 / 0.163 Eh

Want to see where the charge sits? The Mulliken charges in e are: number 1, Pb, carries 1.2182; number 2, O, carries -0.7738; number 3, C, carries 0.3413; number 4, C, carries -0.6308; number 5, C, carries -0.3197; number 6, C, carries -0.9679; number 7, C, carries -0.5374; number 8, C, carries 0.5162; number 9, C, carries 0.6826; number 10, O, carries -0.3298; number 11, N, carries -0.6025; number 12, N, carries 1.0229; number 13, C, carries -1.5481; number 14, C, carries 0.8103; number 15, C, carries -1.0858; number 16, C, carries -0.4710; number 17, C, carries -0.7278; number 18, C, carries -0.0775; number 19, C, carries 0.6164; number 20, O, carries -0.3840; number 21, H, carries 0.4089; number 22, H, carries 0.4065; number 23, H, carries 0.3497; number 24, H, carries 0.3577; number 25, H, carries 0.4054; number 26, H, carries 0.3171; number 27, H, carries 0.2878; number 28, H, carries 0.3828; number 29, H, carries 0.3224; number 30, H, carries 0.3976; number 31, C, carries -1.9195; number 32, C, carries 1.2304; number 33, O, carries -0.0964; number 34, C, carries 0.1767; number 35, C, carries -0.9192; number 36, C, carries -0.7493; number 37, C, carries -0.3107; number 38, C, carries -0.5363; number 39, C, carries 0.2905; number 40, O, carries -0.4756; number 41, H, carries 0.3325; number 42, H, carries 0.5630; number 43, H, carries 0.2833; number 44, H, carries 0.2556; number 45, H, carries 0.3543; number 46, H, carries 0.3692; number 47, H, carries 0.3645; number 48, F, carries -0.3444; number 49, B, carries 0.5952; number 50, F, carries -0.3268; number 51, Se, carries -0.0139; number 52, N, carries -1.0052; number 53, C, carries 0.6776; number 54, C, carries -0.4878; number 55, C, carries -0.7827; number 56, C, carries -0.2839; number 57, N, carries -0.2918; number 58, C, carries 0.9251; number 59, N, carries -0.7038; number 60, H, carries 0.3881; number 61, H, carries 0.3659; number 62, H, carries 0.3227; number 63, N, carries -0.7293; number 64, C, carries -0.1474; number 65, H, carries 0.2420